# C93H87F3N18O33

21 unconnected molecules or ions with the total composition C93H87F3N18O33 in a non-equilibrium geometry (wB97M-V/def2-TZVPD, the Open Molecules 2025 dataset).

Properties
Kohn-Sham gap ... 8.06 eV

Each atom is followed by the atoms it is bonded to, with distances in Å.
CARTESIAN COORDINATES (ANGSTROEM)
1 H 23.35 18.45 15.82  C45 1.080
2 H 18.40 17.38 12.51  C220 1.080
3 O 20.35 15.77 15.81  N84 1.186
4 H 26.74 20.60 17.31  C183 1.080
5 C 21.72 20.61 10.20  C20 1.434, H93 1.080, C96 1.428
6 N 15.53 21.92 13.58  O60 1.243, C127 1.483, O162 1.200
7 C 15.90 14.85 10.99  C13 1.377, H113 1.080, C135 1.371
8 H 17.51 23.64 18.35  C177 1.080
9 N 18.36 23.28 15.67  O53 1.202, C146 1.525, O228 1.215
10 C 22.89 19.17 20.04  N27 1.167, C218 1.464
11 C 18.33 19.01 17.33  C187 1.382, H195 1.080, C223 1.321
12 H 24.28 15.53 20.75  C147 1.080
13 C 16.70 13.92 11.62  C7 1.377, C176 1.392, N226 1.489
14 C 18.13 19.53 12.15  C220 1.418, C225 1.374, H232 1.080
15 H 23.97 11.57 22.15  C100 1.080
16 O 14.54 16.36 15.36  N108 1.245
17 C 21.90 12.21 11.62  O121 1.258, O189 1.366, O213 1.329
18 H 18.49 23.40 24.61  C164 1.080
19 H 18.87 14.67 22.34  C47 1.090
20 C 21.30 21.94 10.54  C5 1.434, H62 1.080, C194 1.369
21 C 14.94 22.43 25.93  C87 1.412, C182 1.403, N201 1.536
22 O 19.08 20.13 24.98  C114 1.284, C129 1.393
23 H 19.29 18.03 15.70  C187 1.080
24 C 16.50 15.05 19.00  N97 1.154, C216 1.503
25 C 22.18 13.34 13.59  H70 1.090, H134 1.090, C155 1.486, O189 1.425
26 H 13.66 17.82 13.36  C90 1.080
27 N 21.98 18.44 19.97  C10 1.167
28 C 13.97 17.73 20.22  H49 1.090, H67 1.090, H78 1.090, C231 1.432
29 H 24.60 21.61 26.28  C48 1.080
30 O 16.27 11.59 17.08  N91 1.225
31 C 14.77 12.61 12.19  H34 1.080, C131 1.386, C176 1.393
32 H 16.19 27.24 21.15  C143 1.090
33 C 23.11 12.71 19.10  C63 1.394, C186 1.383, N203 1.496
34 H 14.30 11.69 12.50  C31 1.080
35 C 17.58 10.86 15.35  C69 1.403, N91 1.507, C167 1.479
36 C 19.33 11.08 19.79  H64 1.080, C126 1.430, C224 1.391
37 H 27.22 18.77 18.85  C192 1.080
38 H 20.75 21.69 20.16  C215 1.080
39 H 22.06 18.66 10.94  C96 1.080
40 C 15.98 19.44 13.84  H56 1.080, C127 1.422, C204 1.422
41 O 21.81 17.90 13.48  N211 1.228
42 H 17.47 26.26 21.75  C143 1.090
43 H 17.82 24.09 26.88  C152 1.080
44 H 25.73 16.87 19.06  C54 1.080
45 C 24.20 18.54 16.47  H1 1.080, C72 1.416, C175 1.408
46 C 19.60 10.75 22.13  C75 1.431, N173 1.476, C224 1.389
47 C 19.40 15.25 23.09  H19 1.090, C136 1.498, H149 1.090, O150 1.412
48 C 24.51 20.62 25.85  H29 1.080, C92 1.382, C103 1.389
49 H 13.34 18.54 19.84  C28 1.090
50 F 18.56 18.73 26.59  C129 1.322
51 O 12.82 21.48 25.95  N201 1.201
52 O 12.88 16.03 16.79  N108 1.254
53 O 17.42 24.04 15.65  N9 1.202
54 C 25.56 17.62 18.31  H44 1.080, C72 1.409, C192 1.370
55 N 24.72 20.77 15.45  O89 1.254, O148 1.225, C175 1.464
56 H 15.23 19.32 14.60  C40 1.080
57 C 19.04 22.68 19.42  H157 1.080, C177 1.406, C215 1.374
58 O 13.32 22.71 27.68  N201 1.262
59 H 17.03 17.64 24.99  C172 1.090
60 O 14.93 21.98 14.66  N6 1.243
61 H 20.80 23.29 12.07  C194 1.080
62 H 21.31 22.68 9.75  C20 1.080
63 C 23.42 14.05 19.33  C33 1.394, H125 1.080, C147 1.376
64 H 19.76 10.97 18.81  C36 1.080
65 H 16.76 12.04 12.70  C176 1.080
66 O 23.08 12.86 16.80  N203 1.275
67 H 13.29 16.89 20.12  C28 1.090
68 O 18.52 18.49 23.77  C114 1.271, C172 1.391
69 C 16.51 10.15 14.79  C35 1.403, C205 1.410, H229 1.080
70 H 21.22 13.26 14.09  C25 1.090
71 H 16.87 12.69 21.47  C181 1.080
72 C 24.50 17.49 17.38  C45 1.416, C54 1.409, H168 1.080
73 O 20.16 19.65 23.11  C114 1.175
74 H 26.54 20.04 26.33  C92 1.080
75 C 18.42 11.54 22.33  C46 1.431, H117 1.080, C181 1.337
76 H 26.64 13.31 15.26  C174 1.090
77 H 17.74 12.44 19.22  C126 1.080
78 H 14.89 17.56 19.65  C28 1.090
79 C 11.84 17.51 12.43  C90 1.364, C139 1.436, H163 1.080
80 N 26.84 14.53 18.21  C185 1.187
81 H 18.08 9.09 11.94  C200 1.080
82 O 18.63 15.12 11.12  N226 1.236
83 H 19.73 11.13 15.30  C167 1.080
84 N 20.29 15.84 16.99  O3 1.186, C188 1.488, O217 1.197
85 H 20.03 10.04 12.95  C209 1.080
86 H 24.29 20.56 19.24  C218 1.090
87 C 15.90 23.06 26.76  C21 1.412, C152 1.385, H234 1.080
88 H 10.72 15.52 15.55  C227 1.080
89 O 25.51 21.74 15.48  N55 1.254
90 C 12.72 17.30 13.44  H26 1.080, C79 1.364, C221 1.398
91 N 17.37 11.72 16.57  O30 1.225, C35 1.507, O115 1.266
92 C 25.59 19.76 25.90  C48 1.382, H74 1.080, C109 1.387
93 H 22.11 20.35 9.23  C5 1.080
94 O 25.33 16.27 23.47  N140 1.224
95 H 16.92 22.11 23.18  C138 1.080
96 C 21.68 19.62 11.23  C5 1.428, H39 1.080, C198 1.415
97 N 16.61 15.03 20.15  C24 1.154
98 H 26.28 17.83 25.21  C109 1.080
99 H 15.07 22.26 17.18  C105 1.090
100 C 23.78 12.32 21.40  H15 1.080, C171 1.381, C186 1.400
101 H 16.60 19.10 24.10  C172 1.090
102 C 19.90 13.71 24.51  O128 1.310, O150 1.342, O151 1.210
103 C 23.35 20.29 25.17  C48 1.389, H106 1.080, C208 1.414
104 H 15.43 14.75 17.09  C216 1.090
105 C 14.19 21.86 17.70  H99 1.090, H137 1.090, H141 1.090, C180 1.474
106 H 22.57 21.04 25.22  C103 1.080
107 O 18.87 13.47 12.54  N226 1.271
108 N 13.33 16.31 15.66  O16 1.245, O52 1.254, C221 1.494
109 C 25.47 18.54 25.25  C92 1.387, H98 1.080, C156 1.415
110 H 15.85 9.08 13.08  C205 1.080
111 O 21.56 10.34 23.25  N173 1.208
112 H 13.84 15.42 10.54  C135 1.080
113 H 16.22 15.80 10.59  C7 1.080
114 C 19.34 19.45 23.92  O22 1.284, O68 1.271, O73 1.175
115 O 18.35 12.47 16.87  N91 1.266
116 C 19.11 16.95 18.89  H145 1.080, C160 1.385, C188 1.386
117 H 18.12 11.68 23.36  C75 1.080
118 C 16.00 25.13 20.84  C143 1.457, N178 1.129
119 H 24.85 19.69 20.72  C218 1.090
120 H 12.91 13.46 11.63  C131 1.080
121 O 21.77 11.29 10.76  C17 1.258
122 H 24.34 14.08 22.52  C171 1.080
123 H 9.76 17.43 11.83  C139 1.080
124 C 20.28 22.28 16.96  C146 1.345, C166 1.374, H191 1.080
125 H 23.43 14.62 18.42  C63 1.080
126 C 18.21 11.94 20.05  C36 1.430, H77 1.080, C181 1.357
127 C 16.32 20.70 13.28  N6 1.483, C40 1.422, C225 1.414
128 O 20.98 13.92 23.79  C102 1.310, C136 1.449
129 C 18.04 19.55 25.69  O22 1.393, F50 1.322, H132 1.090, C172 1.582
130 O 21.92 11.17 17.74  N203 1.242
131 C 13.98 13.60 11.63  C31 1.386, H120 1.080, C135 1.411
132 H 17.28 20.18 26.15  C129 1.090
133 H 20.54 21.62 13.79  C199 1.080
134 H 22.97 13.52 14.32  C25 1.090
135 C 14.53 14.70 10.95  C7 1.371, H112 1.080, C131 1.411
136 C 20.90 15.23 23.17  C47 1.498, O128 1.449, F144 1.381, H202 1.090
137 H 13.32 22.35 17.24  C105 1.090
138 C 16.58 22.44 24.15  H95 1.080, C164 1.407, C182 1.407
139 C 10.47 17.11 12.58  C79 1.436, H123 1.080, C158 1.395
140 N 24.35 17.00 23.48  O94 1.224, C156 1.547, O196 1.254
141 H 14.17 22.12 18.76  C105 1.090
142 H 25.96 11.98 16.37  C174 1.090
143 C 16.38 26.28 21.65  H32 1.090, H42 1.090, C118 1.457, H219 1.090
144 F 21.19 16.26 24.05  C136 1.381
145 H 19.52 16.25 19.59  C116 1.080
146 C 19.07 22.86 16.95  N9 1.525, C124 1.345, C177 1.443
147 C 23.85 14.56 20.53  H12 1.080, C63 1.376, C171 1.382
148 O 23.81 20.66 14.63  N55 1.225
149 H 19.02 16.27 23.02  C47 1.090
150 O 19.04 14.74 24.35  C47 1.412, C102 1.342
151 O 19.80 12.84 25.34  C102 1.210
152 C 17.14 23.48 26.31  H43 1.080, C87 1.385, C164 1.442
153 H 17.76 21.53 11.83  C225 1.080
154 H 16.47 16.16 17.22  C216 1.090
155 C 22.08 14.36 12.52  C25 1.486, H170 1.090, F179 1.364, O213 1.495
156 C 24.35 18.20 24.45  C109 1.415, N140 1.547, C208 1.419
157 H 18.65 22.92 20.40  C57 1.080
158 C 10.08 16.35 13.69  C139 1.395, H165 1.080, C227 1.389
159 H 23.65 20.95 20.80  C218 1.090
160 C 18.45 18.03 19.45  C116 1.385, H207 1.080, C223 1.350
161 H 21.96 21.51 18.12  C166 1.080
162 O 15.40 22.73 12.70  N6 1.200
163 H 12.22 18.12 11.63  C79 1.080
164 C 17.52 23.09 24.97  H18 1.080, C138 1.407, C152 1.442
165 H 9.07 15.98 13.80  C158 1.080
166 C 20.92 21.83 18.08  C124 1.374, H161 1.080, C215 1.388
167 C 18.91 10.71 14.73  C35 1.479, H83 1.080, C209 1.394
168 H 23.77 16.70 17.40  C72 1.080
169 N 14.40 18.20 22.74  C231 1.167
170 H 21.37 15.16 12.73  C155 1.090
171 C 24.04 13.67 21.56  C100 1.381, H122 1.080, C147 1.382
172 C 17.41 18.59 24.61  H59 1.090, O68 1.391, H101 1.090, C129 1.582
173 N 20.36 10.21 23.28  C46 1.476, O111 1.208, O214 1.215
174 C 26.05 13.04 16.14  H76 1.090, H142 1.090, C185 1.493, H222 1.090
175 C 25.01 19.69 16.39  C45 1.408, N55 1.464, C183 1.406
176 C 16.15 12.80 12.24  C13 1.392, C31 1.393, H65 1.080
177 C 18.42 23.08 18.22  H8 1.080, C57 1.406, C146 1.443
178 N 15.68 24.22 20.26  C118 1.129
179 F 23.24 14.97 12.13  C155 1.364
180 C 14.17 20.45 17.29  C105 1.474, N210 1.146
181 C 17.73 12.06 21.31  H71 1.080, C75 1.337, C126 1.357
182 C 15.31 22.06 24.63  C21 1.403, C138 1.407, H230 1.080
183 C 26.11 19.72 17.26  H4 1.080, C175 1.406, C192 1.391
184 H 23.29 10.77 20.07  C186 1.080
185 C 26.55 13.82 17.31  N80 1.187, C174 1.493
186 C 23.36 11.84 20.15  C33 1.383, C100 1.400, H184 1.080
187 C 19.06 17.99 16.75  C11 1.382, H23 1.080, C188 1.380
188 C 19.40 16.90 17.53  N84 1.488, C116 1.386, C187 1.380
189 O 22.33 12.09 12.91  C17 1.366, C25 1.425
190 H 17.50 19.85 19.06  C223 1.080
191 H 20.80 22.30 16.01  C124 1.080
192 C 26.41 18.69 18.15  H37 1.080, C54 1.370, C183 1.391
193 H 17.24 14.61 17.09  C216 1.090
194 C 20.94 22.25 11.82  C20 1.369, H61 1.080, C199 1.390
195 H 18.12 19.86 16.70  C11 1.080
196 O 23.41 16.90 22.66  N140 1.254
197 O 21.09 19.37 14.89  N211 1.278
198 C 21.23 19.97 12.53  C96 1.415, C199 1.415, N211 1.498
199 C 20.75 21.27 12.79  H133 1.080, C194 1.390, C198 1.415
200 C 17.94 9.59 12.89  H81 1.080, C205 1.380, C209 1.402
201 N 13.60 22.11 26.61  C21 1.536, O51 1.201, O58 1.262
202 H 21.46 15.43 22.26  C136 1.090
203 N 22.62 12.20 17.78  C33 1.496, O66 1.275, O130 1.242
204 C 16.71 18.26 13.52  C40 1.422, H206 1.080, C220 1.375
205 C 16.71 9.54 13.53  C69 1.410, H110 1.080, C200 1.380
206 H 16.34 17.36 14.00  C204 1.080
207 H 18.25 18.14 20.50  C160 1.080
208 C 23.24 19.08 24.45  C103 1.414, C156 1.419, H233 1.080
209 C 19.08 10.15 13.47  H85 1.080, C167 1.394, C200 1.402
210 N 14.27 19.34 17.01  C180 1.146
211 N 21.41 19.04 13.69  O41 1.228, O197 1.278, C198 1.498
212 H 20.97 10.00 20.60  C224 1.080
213 O 21.61 13.48 11.40  C17 1.329, C155 1.495
214 O 19.79 9.67 24.21  N173 1.215
215 C 20.22 21.99 19.27  H38 1.080, C57 1.374, C166 1.388
216 C 16.37 15.12 17.50  C24 1.503, H104 1.090, H154 1.090, H193 1.090
217 O 20.99 15.23 17.75  N84 1.197
218 C 23.99 20.12 20.19  C10 1.464, H86 1.090, H119 1.090, H159 1.090
219 H 15.99 26.36 22.66  C143 1.090
220 C 17.78 18.26 12.66  H2 1.080, C14 1.418, C204 1.375
221 C 12.34 16.55 14.56  C90 1.398, N108 1.494, C227 1.415
222 H 25.06 13.41 15.85  C174 1.090
223 C 18.04 19.02 18.62  C11 1.321, C160 1.350, H190 1.080
224 C 20.06 10.54 20.84  C36 1.391, C46 1.389, H212 1.080
225 C 17.39 20.67 12.37  C14 1.374, C127 1.414, H153 1.080
226 N 18.15 14.19 11.79  C13 1.489, O82 1.236, O107 1.271
227 C 11.01 16.08 14.68  H88 1.080, C158 1.389, C221 1.415
228 O 18.78 22.81 14.63  N9 1.215
229 H 15.59 10.06 15.34  C69 1.080
230 H 14.64 21.45 24.04  C182 1.080
231 C 14.21 18.00 21.61  C28 1.432, N169 1.167
232 H 18.95 19.42 11.46  C14 1.080
233 H 22.30 18.85 23.96  C208 1.080
234 H 15.63 23.52 27.69  C87 1.080